Record 1
A structure of composition C30H27BF10NPbSSb2, computed with wB97M-V/def2-TZVPD.

The value obtained for the energy above the lowest of the compared OMol25 structures with the same formula, charge and spin is 0.000 eV. Its HOMO-LUMO gap (spin up / spin down) is 7.76 / 6.13 eV. As for the HOMO energy (spin up / spin down): -8.50 / -8.86 eV. Its total energy is -3309.54259 Ha.

```
! wB97M-V def2-TZVPD RIJCOSX def2/J DEFGRID3
* xyz 0 2
Pb -0.13788 0.18574 -0.85436
S -2.89758 -1.73407 2.51190
C -3.29864 -0.06925 2.45027
C -2.50182 0.62034 1.59081
C -1.52104 -0.19555 0.94929
C -1.62655 -1.50359 1.36304
C -0.76858 -2.58668 0.88801
C -0.82512 -3.88935 1.36898
C 0.10914 -4.80873 0.92005
C 1.07255 -4.41310 0.00804
C 1.04160 -3.10604 -0.45568
N 0.13665 -2.22315 -0.03591
H -4.10735 0.31427 3.05491
H -2.60954 1.68411 1.41938
H -1.57253 -4.17357 2.09874
H 0.09169 -5.82593 1.29242
H 1.83088 -5.09342 -0.35186
H 1.75926 -2.74811 -1.18222
F 3.99601 0.73200 -1.07288
B 3.21987 -0.40461 -1.01099
F 2.41004 -0.57423 -2.13531
F 2.25266 -0.19553 0.12724
F 3.92706 -1.55569 -0.70692
C 3.33983 1.93906 4.84835
C 3.70261 2.51231 3.50352
C 4.75936 3.40737 3.38296
C 5.11267 3.93873 2.15033
C 4.41405 3.58338 1.00725
C 3.35534 2.69482 1.10068
C 3.00789 2.16699 2.33784
Sb 1.41109 0.79372 2.42385
C -0.00112 1.46969 3.86466
C -0.74261 0.54010 4.59409
C -1.63382 0.94256 5.56944
C -1.80628 2.29691 5.82011
C -1.09861 3.22441 5.07739
C -0.19331 2.84145 4.08454
C 0.49547 3.94523 3.32781
C 2.13989 -1.12551 2.97698
C 1.19695 -2.05649 3.41462
C 1.56210 -3.32772 3.81539
C 2.89982 -3.69286 3.76447
C 3.83126 -2.79607 3.27147
C 3.48088 -1.51263 2.84595
C 4.57854 -0.66490 2.26330
H 4.09863 2.18235 5.59117
H 3.25457 0.84885 4.81234
H 2.38406 2.32822 5.20715
H 5.31777 3.68728 4.26946
H 5.94173 4.63226 2.08440
H 4.69026 3.98567 0.04146
H 2.82494 2.40551 0.20367
H -0.64619 -0.51693 4.40790
H -2.19525 0.19987 6.12176
H -2.49856 2.62928 6.58395
H -1.24897 4.28379 5.25051
H -0.23747 4.70101 3.04830
H 0.97453 3.62052 2.41160
H 1.25629 4.42815 3.94741
H 0.14497 -1.80735 3.42085
H 0.80647 -4.02468 4.15407
H 3.21380 -4.68030 4.07977
H 4.86864 -3.09653 3.18397
H 5.25975 -1.30428 1.70442
H 5.14969 -0.16490 3.05138
H 4.22063 0.09259 1.57359
F 0.31061 2.52744 0.36702
Sb -0.78984 3.91546 -0.49867
F -1.65343 2.36811 -1.25809
F 0.43728 3.85684 -1.92043
F -1.93772 3.79105 0.99336
F 0.18666 5.27205 0.36063
F -1.93550 5.09879 -1.38708
*
```


Record 2
A structure of composition C30H27BrN2O2SSe2V at a distorted geometry, computed with wB97M-V/def2-TZVPD.

The value obtained for the energy above the lowest of the compared OMol25 structures with the same formula, charge and spin is 1.296 eV. Its HOMO-LUMO gap (spin up / spin down) is 6.01 / 6.00 eV. As for the HOMO energy (spin up / spin down): -10.01 / -10.04 eV. Its total energy is -10138.22288 Ha.

```
! wB97M-V def2-TZVPD RIJCOSX def2/J DEFGRID3
* xyz 1 3
V -0.40520 -0.13920 0.30980
Br 0.12030 5.44470 4.95500
C 0.17450 3.83110 3.95870
C 1.22820 2.93300 4.14140
C 1.26670 1.76840 3.40780
C 0.27400 1.46320 2.45800
O 0.32840 0.34280 1.78950
C -0.78770 2.40100 2.26260
C -1.81260 2.16580 1.29840
N -1.76550 1.13900 0.50740
C -2.72840 0.82280 -0.43460
C -3.55630 1.69670 -1.11330
C -4.48620 1.20440 -2.03370
C -4.63390 -0.14210 -2.25030
C -3.80890 -1.06830 -1.57700
C -3.92090 -2.46940 -1.68270
C -3.08640 -3.27080 -0.93510
C -2.10990 -2.68520 -0.13280
N -1.94720 -1.37570 -0.03670
C -2.80880 -0.56930 -0.70410
C -0.81890 3.56940 3.04220
H 2.00410 3.14420 4.86410
H 2.06960 1.05480 3.55080
H -2.64520 2.86870 1.25280
H -3.45760 2.75950 -0.96180
H -5.11880 1.90410 -2.55510
H -5.37500 -0.51670 -2.93970
H -4.65740 -2.90240 -2.34110
H -3.16850 -4.34490 -0.97130
H -1.43450 -3.30820 0.44530
H -1.62220 4.27590 2.89890
C 4.42180 1.62690 0.26310
Se 3.40140 0.15870 1.01850
C 3.65230 -1.04100 -0.53230
C 3.03680 -2.40030 -0.31450
Se 1.08520 -2.35630 -0.01440
C 1.11430 -2.63490 1.91740
H 3.92110 1.97020 -0.63650
H 5.42150 1.26290 0.03760
H 4.46250 2.42920 0.99480
H 4.72930 -1.14880 -0.68160
H 3.21060 -0.53230 -1.39490
H 3.45720 -2.89950 0.56270
H 3.19970 -3.03040 -1.19370
H 1.41980 -3.66080 2.12500
H 0.10840 -2.45070 2.29920
H 1.81290 -1.92510 2.36460
C 6.09860 8.21070 0.55200
C 5.34290 7.03820 0.02370
O 5.74910 5.93750 -0.20260
S 3.60910 7.46070 -0.19050
C 2.87550 5.88680 -0.54440
C 3.28910 5.10390 -1.61340
C 2.68780 3.87770 -1.83750
C 1.67480 3.42700 -0.98590
C 1.24010 4.25170 0.06190
C 1.83530 5.47150 0.28030
C 1.08600 2.14180 -1.02890
C 0.56340 1.05160 -0.84290
H 7.09180 8.24600 0.11030
H 6.21480 8.09170 1.62970
H 5.55880 9.13470 0.36000
H 4.07870 5.44420 -2.26430
H 3.00900 3.26430 -2.66620
H 0.44140 3.90790 0.70350
H 1.51050 6.10400 1.09250
*
```


Record 3
A structure of composition C30H27Cl2LiN5O3, computed with wB97M-V/def2-TZVPD.

The value obtained for the energy above the lowest of the compared OMol25 structures with the same formula, charge and spin is 0.208 eV. Its HOMO-LUMO gap is 6.07 eV. As for the HOMO energy: -3.50 eV. Its total energy is -2586.97384 Ha.

```
! wB97M-V def2-TZVPD RIJCOSX def2/J DEFGRID3
* xyz -1 1
Li 0.37551 0.43766 0.73866
C -5.72790 -3.27780 2.54194
C -4.42094 -2.77423 1.98384
C -3.72950 -3.45235 0.97877
C -2.51958 -3.00066 0.49163
C -1.89411 -1.80628 0.94734
N -0.71116 -1.32870 0.48876
C -0.27319 -1.68012 -0.76377
C -1.10206 -1.78863 -1.90257
C -0.60806 -1.98699 -3.17801
C 0.76132 -2.07288 -3.42422
C 1.31716 -2.19159 -4.82084
C 1.59853 -1.98852 -2.32372
C 1.10913 -1.82769 -1.03638
N 2.07022 -1.81408 0.02525
C 3.17728 -2.59028 0.12564
C 3.81816 -2.23441 1.28617
C 3.00596 -1.22131 1.83546
N 1.95430 -0.98450 1.07247
C -2.58894 -1.17245 2.00162
C -3.80565 -1.63737 2.48071
N -2.04944 -0.01906 2.66513
C -2.49862 1.25034 2.55375
C -1.90230 1.98356 3.54903
C -1.09958 1.04561 4.22936
N -1.19731 -0.16412 3.70513
H -6.20347 -3.97379 1.84813
H -6.42781 -2.45877 2.72084
H -5.59505 -3.80384 3.49237
H -4.14376 -4.37451 0.57961
H -2.01420 -3.57409 -0.27508
H -2.17022 -1.68864 -1.75332
H -1.30245 -2.04520 -4.01131
H 0.57093 -2.60394 -5.50241
H 2.19115 -2.84625 -4.84738
H 1.62662 -1.22108 -5.21975
H 2.67387 -2.01421 -2.47033
H 3.40844 -3.33710 -0.61356
H 4.72957 -2.64857 1.68255
H 3.13001 -0.66644 2.75264
H -4.26469 -1.08501 3.29573
H -3.17398 1.52397 1.76128
H -1.99901 3.03997 3.73510
H -0.43922 1.20884 5.06798
Cl 5.56037 5.48713 -0.29090
C 4.37011 4.20199 -0.37428
C 4.24659 3.46178 -1.56245
C 3.31991 2.46503 -1.65212
Cl 3.16352 1.56075 -3.13291
C 2.41903 2.11504 -0.57336
O 1.54839 1.22697 -0.70845
C 2.60352 2.89985 0.62040
C 1.78656 2.67971 1.80001
O 0.94325 1.81603 1.96735
C 3.56457 3.92047 0.69162
H 4.88497 3.68295 -2.40784
H 1.97791 3.39846 2.62279
H 3.65776 4.49092 1.61001
C -0.47776 3.66916 -1.12561
C -0.93188 2.23376 -1.19541
C -1.00166 1.60366 -2.56059
O -1.18711 1.60271 -0.19519
H -1.25228 4.30508 -1.56670
H 0.43325 3.80149 -1.71401
H -0.30286 3.96197 -0.09359
H -1.07574 2.34924 -3.35301
H -1.83068 0.89787 -2.60741
H -0.07566 1.03352 -2.69259
*
```